Version one
14
Properties=species:S:1:pos:R:3:lowdin_charge:R:1 method="wB97M-V/def2-TZVPD" charge=0 orbital_gap_ha="0.2891 / 0.3021" lumo_energy_ev="-0.84 / -0.01"
C 0.983 -0.672 0.302 -0.37
C -0.157 -1.517 -0.050 0.03
C 1.045 0.685 -0.392 -0.31
C -1.712 0.892 0.332 -0.88
O -0.909 1.201 -2.034 -0.54
S -0.531 1.651 -0.695 0.75
I -1.364 1.073 2.322 0.87
H 1.083 -0.498 1.336 0.05
H 1.963 -1.052 0.012 0.12
H -0.153 -1.854 -1.006 0.02
H -0.390 -2.238 0.797 0.09
H 1.594 1.212 0.285 0.04
H 1.336 0.490 -1.431 0.10
H -2.788 0.628 0.222 0.01

---

Version two
14
Properties=species:S:1:pos:R:3:lowdin_charge:R:1 method="wB97M-V/def2-TZVPD" charge=0 orbital_gap_ha=0.2864 lumo_energy_ev=-0.52
C 0.855 0.304 -1.206 -0.23
C -0.628 0.324 -1.692 -0.66
C 0.307 -0.797 0.784 -0.88
C -0.342 -0.434 2.023 -0.15
O 1.011 0.140 0.195 -0.14
S -1.575 -0.896 -0.911 0.65
I 1.080 -2.816 0.759 0.83
H 1.192 -0.675 -1.654 0.12
H 1.358 1.090 -1.625 0.09
H -1.007 1.340 -1.739 0.06
H -0.543 0.027 -2.826 0.11
H -0.921 -1.188 2.307 0.02
H -1.050 0.449 1.845 0.13
H 0.258 -0.047 2.759 0.07

---

Which of them is most stable? Easy: version two.

---

Version one
8
Properties=species:S:1:pos:R:3:lowdin_charge:R:1 method="wB97M-V/def2-TZVPD" smiles=CSP(F)F charge=0 orbital_gap_ha=0.3665 lumo_energy_ev=0.50
C -0.825 -0.622 0.900 -0.56
S -0.902 -0.118 -0.812 0.49
P 0.917 1.080 -0.629 0.62
F 0.874 1.816 -1.989 -0.31
F 2.066 0.005 -1.123 -0.35
H -1.497 -1.429 1.004 0.00
H -0.825 0.354 1.564 0.07
H 0.192 -1.085 1.085 0.03

---

Version two
8
Properties=species:S:1:pos:R:3:lowdin_charge:R:1 method="wB97M-V/def2-TZVPD" smiles=FC(F)(P)S charge=0 orbital_gap_ha=0.3686 lumo_energy_ev=0.34
F -0.311 -0.186 -2.062 -0.03
C -0.371 0.298 -0.804 -1.01
F 0.670 1.149 -0.736 -0.04
P 0.126 -1.358 0.622 0.75
S -2.037 1.026 -0.426 0.71
H 1.519 -1.072 0.348 -0.14
H 0.156 -0.486 1.847 -0.11
H -2.497 0.911 -1.700 -0.13

---

Which of them is most stable? Easy: version one.

---

Version one
15
Properties=species:S:1:pos:R:3:lowdin_charge:R:1 method="wB97M-V/def2-TZVPD" smiles="CNP(=O)(Cl)NC" charge=0 orbital_gap_ha=0.3767 lumo_energy_ev=0.69
C -2.088 -0.524 0.244 -0.16
N -1.151 0.255 -0.523 -0.20
P 0.110 1.071 0.235 0.09
O 0.004 0.932 1.680 -0.31
Cl -0.117 2.858 -0.531 0.43
N 1.610 0.633 -0.407 -0.21
C 2.022 -0.662 0.123 -0.14
H -1.834 -0.618 1.240 0.04
H -3.133 -0.123 0.186 0.09
H -2.206 -1.565 -0.146 0.09
H -1.027 -0.054 -1.422 0.05
H 1.656 0.632 -1.360 0.03
H 1.714 -0.512 1.135 0.05
H 1.399 -1.485 -0.384 0.10
H 3.043 -0.837 -0.068 0.06

---

Version two
15
Properties=species:S:1:pos:R:3:lowdin_charge:R:1 method="wB97M-V/def2-TZVPD" charge=0 orbital_gap_ha="0.3347 / 0.3347" lumo_energy_ev="0.33 / 0.33"
C -1.284 0.335 -2.326 -0.12
C 1.485 -0.023 2.195 -0.25
N -0.397 -0.607 -1.684 -0.26
N 0.340 -0.523 1.432 -0.13
O 1.216 1.314 -1.049 -0.34
P 0.818 -0.068 -0.807 0.26
Cl 2.247 -1.457 -0.942 0.37
H -2.294 0.254 -2.004 0.07
H -0.823 1.264 -1.988 0.07
H -1.187 0.293 -3.382 0.07
H 1.744 -0.702 2.937 0.04
H 2.394 0.137 1.461 0.07
H 1.341 0.865 2.728 0.04
H -0.582 -1.646 -1.812 0.14
H 0.393 -1.486 1.393 -0.04

---

Which of them is most stable? Easy: version one.

---

Version one
13
Properties=species:S:1:pos:R:3:lowdin_charge:R:1 method="wB97M-V/def2-TZVPD" smiles="C=NS[C@@H]1CC1(F)F" charge=0 orbital_gap_ha=0.3562 lumo_energy_ev=0.76
C -3.147 0.613 0.153 -0.21
N -2.102 0.494 -0.655 -0.32
S -1.017 -0.824 -0.010 0.87
C 0.677 -0.854 -0.593 -0.44
C 1.603 -0.946 0.729 -0.08
C 1.450 0.281 -0.023 -0.49
F 2.604 0.787 -0.689 0.04
F 0.771 1.232 0.828 0.00
H -3.410 -0.235 1.032 0.10
H -3.954 1.432 -0.041 0.09
H 0.833 -1.334 -1.621 0.13
H 1.089 -1.275 1.806 0.17
H 2.555 -1.603 0.713 0.13

---

Version two
13
Properties=species:S:1:pos:R:3:lowdin_charge:R:1 method="wB97M-V/def2-TZVPD" charge=0 orbital_gap_ha=0.3587 lumo_energy_ev=0.60
C 4.587 -0.241 0.560 -0.21
C 0.813 0.201 -0.681 -0.46
C -1.097 -0.700 0.592 -0.09
C 0.335 -0.243 0.511 -0.16
N 3.466 0.431 0.396 -0.40
F 4.758 -0.340 1.861 -0.01
F 0.154 0.620 -1.833 -0.03
S 2.625 0.694 -1.051 0.93
H -1.260 -1.781 0.398 0.10
H -1.617 -0.078 -0.068 0.05
H -1.327 -0.425 1.654 0.09
H 1.087 -0.515 1.295 0.11
H 2.925 0.722 1.231 0.10

---

Which of them is most stable? Easy: version two.